323
Properties=species:S:1:pos:R:3:forces:R:3:lowdin_charge:R:1 method="wB97M-V/def2-TZVPD" homo_lumo_gap_ev=8.79 e_homo_ev=-8.40 energy_ev=-142322.2714
O 7.010 8.297 31.310 -0.198 -0.173 0.512 -0.25
O -5.002 11.012 31.336 0.436 0.148 -0.599 -0.03
O -2.441 6.744 25.263 1.230 -0.132 0.431 -0.08
O -0.505 5.349 27.113 0.382 0.800 0.552 -0.06
O 7.016 10.166 21.783 0.287 0.424 1.484 -0.02
O 6.155 18.953 26.810 -0.871 0.577 -0.363 -0.04
O 5.805 15.968 32.075 0.314 0.981 0.434 -0.05
O -2.166 17.976 22.294 -0.558 -0.285 -0.144 -0.04
O 4.333 9.730 34.367 1.067 -1.029 -0.573 -0.04
O -1.277 13.500 22.232 -0.494 -1.310 2.083 -0.07
O 5.600 5.932 26.104 -0.474 -0.408 0.087 -0.07
O 9.208 9.813 31.138 2.130 0.961 -0.129 -0.04
O 3.958 10.737 28.156 0.428 0.304 -0.980 -0.03
N 5.275 18.062 26.132 -0.356 -0.233 -0.513 -0.08
N -0.261 5.003 28.499 -0.316 0.143 -0.102 -0.05
N -4.229 12.138 30.864 0.784 -0.493 0.134 -0.06
N 3.162 11.580 27.251 0.238 -1.786 0.685 -0.07
N -1.748 7.900 24.648 -0.097 -1.814 0.191 -0.03
N 5.984 17.259 31.417 1.299 -0.545 0.949 -0.06
N 5.974 5.328 29.222 0.163 1.343 -0.013 0.07
N 3.515 10.829 34.161 -1.399 1.199 -0.849 -0.10
N 5.760 10.690 22.217 -0.399 1.028 -0.549 -0.08
N 9.916 10.310 29.970 1.141 -2.290 2.111 -0.05
C 5.674 19.260 23.888 0.581 0.164 0.690 -0.02
C 1.199 5.095 28.755 -0.836 -1.780 1.344 -0.47
C -3.911 17.098 23.476 -0.245 0.256 0.573 -0.06
C 5.782 12.070 21.678 -1.727 0.168 0.187 -0.48
C 7.654 10.716 28.829 0.139 0.454 -0.350 0.00
C 4.652 13.418 27.314 1.929 2.075 2.077 -0.03
C 10.715 9.175 29.313 0.321 0.991 0.543 -0.46
C 11.341 9.668 27.949 -0.705 0.743 1.254 -0.12
C -2.893 11.680 30.367 -0.097 -1.846 -0.586 -0.47
C 7.517 18.910 30.548 1.414 -1.095 0.407 -0.13
C 5.481 10.466 23.668 1.081 -1.848 -0.769 -0.50
C 2.101 10.313 34.053 1.466 -1.299 -1.076 -0.49
C -2.513 16.796 23.020 -0.868 0.148 -0.880 -0.53
C 3.782 17.836 27.976 -0.643 0.195 0.539 -0.04
C 8.956 12.471 30.125 -1.712 -1.398 1.985 -0.02
C -1.534 9.670 22.342 -0.829 -1.488 0.532 -0.16
C -2.031 13.909 31.174 -0.760 1.938 -2.271 -0.17
C -2.584 5.275 28.985 -1.538 -0.773 1.632 -0.02
C 4.395 12.745 22.065 1.533 -0.440 0.912 -0.11
C 0.069 13.475 21.768 0.994 -1.619 0.762 -0.51
C 7.502 17.492 31.228 -1.400 1.039 -0.485 -0.48
C 9.907 11.585 28.117 -3.111 -0.569 -2.302 -0.15
C 1.805 6.420 28.451 0.035 0.687 1.541 -0.05
C 7.877 4.849 25.669 -0.583 0.208 0.399 -0.05
C 3.310 12.925 27.705 -2.765 2.140 1.159 -0.51
C -1.163 7.314 28.997 0.618 -0.059 0.065 0.00
C -1.201 5.826 29.339 0.359 0.089 -2.870 -0.50
C 10.249 10.419 27.205 1.697 0.451 -1.412 -0.18
C 5.121 7.624 29.334 -0.020 1.459 -0.731 -0.05
C 4.278 11.222 24.052 -3.450 1.067 -0.727 -0.15
C 5.558 18.166 33.782 0.149 0.411 -0.265 -0.03
C -0.474 8.607 22.563 0.886 -0.364 2.429 -0.15
C 8.447 17.360 32.462 -2.583 0.275 0.311 -0.02
C 5.685 17.940 24.695 -2.058 0.343 0.320 -0.55
C 6.920 19.995 31.456 1.105 -0.519 0.600 -0.18
C 4.495 10.777 31.811 1.179 -0.890 -0.791 -0.03
C 0.100 14.338 20.584 0.331 1.424 -0.553 -0.06
C 4.243 12.705 23.611 1.327 -0.708 -0.804 -0.17
C 2.936 17.299 25.778 -1.535 0.356 -1.753 -0.15
C 6.278 6.728 29.651 -0.016 -0.746 1.004 -0.40
C 3.810 18.301 26.516 1.762 -0.995 0.588 -0.47
C 0.868 13.258 26.675 -0.731 -0.324 -1.060 -0.18
C 6.974 12.954 22.100 0.594 -0.286 -0.914 -0.03
C 1.072 13.853 22.868 -0.608 -0.914 1.272 -0.03
C 7.015 17.261 24.698 0.266 -0.850 2.111 -0.04
C -4.223 13.120 31.966 -0.495 -1.116 0.537 -0.53
C 1.140 11.418 33.612 -0.990 -1.078 0.902 -0.14
C 1.888 4.074 27.814 -1.849 0.355 0.084 -0.01
C 5.130 8.930 23.795 1.513 0.922 0.522 -0.01
C 7.164 8.484 32.711 1.188 0.615 0.567 -0.10
C -2.007 12.861 30.104 1.549 -0.596 -0.577 -0.16
C -3.646 12.652 33.372 -0.083 -0.067 -0.117 -0.01
C -1.533 16.518 24.088 3.143 0.791 -1.319 -0.07
C 9.053 11.173 29.296 0.570 1.700 -1.718 -0.57
C 3.685 17.788 32.023 0.830 1.029 -0.351 -0.02
C 7.502 7.339 25.931 0.648 -0.313 0.975 -0.08
C 7.971 16.449 30.209 -1.234 1.395 -0.086 -0.04
C -3.056 9.492 26.027 2.128 -3.082 -0.194 -0.04
C -5.685 13.526 32.107 -0.323 1.577 -0.220 -0.05
C 0.150 6.567 23.895 -0.248 -0.743 -2.002 -0.03
C -2.756 8.942 24.572 -1.557 0.699 0.466 -0.52
C 0.993 10.915 28.467 0.284 -0.709 0.388 -0.02
C 1.801 10.994 27.169 0.295 -1.809 1.259 -0.48
C 5.332 12.341 33.617 -0.450 -0.190 -0.493 -0.02
C 3.386 19.761 26.248 0.147 -0.911 0.235 0.00
C 1.640 12.134 32.399 1.419 1.843 0.927 -0.17
C 6.824 6.084 25.444 1.554 -2.045 -1.146 -0.49
C 4.671 16.970 24.092 0.655 -0.399 -0.027 -0.14
C 6.751 6.935 31.124 -1.214 -1.314 -1.122 -0.21
C 5.196 18.203 32.252 0.582 -0.175 0.183 -0.48
C 5.474 19.622 31.643 -0.648 -1.455 -0.271 -0.15
C 0.569 5.680 31.176 -0.259 -0.824 0.685 -0.19
C -1.853 6.612 22.345 0.085 -1.255 0.957 -0.04
C 1.022 11.815 26.197 -0.426 0.057 -1.851 -0.13
C -0.847 5.493 30.721 -0.590 0.652 1.792 -0.17
C 4.097 11.589 33.011 -0.167 0.943 1.646 -0.49
C -4.142 8.508 23.987 0.254 -0.652 1.114 -0.01
C 1.979 9.511 26.771 -0.621 1.354 -0.597 0.00
C 11.860 8.794 30.262 1.217 -0.193 -1.414 -0.04
C -3.493 14.313 31.438 1.390 0.907 0.158 -0.14
C -2.149 10.045 23.729 0.269 1.005 -0.273 -0.14
C -2.181 10.668 31.307 -0.907 0.908 2.188 -0.02
C 3.206 17.376 24.273 1.270 -0.116 -0.031 -0.16
C 3.085 12.688 32.644 -1.056 -0.283 0.448 -0.11
C 1.386 4.763 30.307 1.237 0.168 -0.376 -0.11
C 2.244 13.757 26.854 2.250 1.081 -0.243 -0.14
C 3.037 13.233 29.222 -0.375 1.277 -0.348 -0.01
C -1.071 7.398 23.390 1.484 0.890 -1.137 -0.49
C 5.827 11.936 20.135 -2.400 0.596 0.424 -0.04
C 6.701 10.778 24.508 1.500 1.177 -0.315 -0.03
C 1.830 9.780 35.452 0.332 -0.117 0.971 -0.05
C 1.962 9.110 33.061 -0.270 -0.217 0.839 -0.03
C -3.058 10.904 29.029 -1.208 1.752 -0.135 -0.04
C 9.844 7.968 29.126 -1.077 -2.340 -0.042 -0.04
H 2.831 3.846 28.242 1.329 0.124 -0.287 0.06
H 4.338 9.591 35.305 0.129 0.066 0.805 0.09
H -0.383 15.281 20.862 0.342 0.225 -0.336 0.09
H 5.423 17.159 34.190 0.223 0.124 -0.204 0.07
H -1.325 10.500 24.326 -0.345 -0.158 -0.327 0.11
H 3.098 18.705 32.174 -0.092 -0.221 -0.060 0.07
H 2.357 8.874 35.847 0.004 0.587 -1.058 0.10
H 6.127 11.595 33.772 0.006 0.554 -0.049 0.07
H 4.050 11.187 25.147 0.257 -0.378 -0.894 0.10
H -1.529 7.506 28.009 -0.220 0.086 -0.626 0.07
H -1.035 10.526 21.992 0.350 1.335 -0.837 0.07
H 8.175 8.099 33.019 -0.778 0.288 -0.125 0.11
H 3.703 10.461 31.167 -1.006 0.063 -0.302 0.05
H -1.463 14.752 30.723 -0.246 -0.160 0.755 0.13
H 2.102 10.569 36.142 -0.144 0.297 0.300 0.09
H 1.656 11.582 31.499 -0.156 -1.113 -0.890 0.08
H -0.039 10.766 28.183 -0.355 -0.240 0.027 0.07
H 7.261 16.465 29.341 1.048 -0.051 0.420 0.11
H 7.158 11.603 28.430 -0.179 0.123 0.260 0.07
H 8.681 12.077 31.227 0.179 1.610 -2.382 0.13
H 7.517 3.841 25.354 -0.118 0.921 -0.198 0.07
H 4.759 10.515 27.620 -0.927 0.211 0.522 0.10
H 2.294 19.836 26.392 0.452 0.228 -0.403 0.10
H 5.047 13.202 24.142 0.505 0.429 -0.233 0.09
H -0.083 5.675 24.458 -0.542 -0.519 -0.236 0.06
H 1.087 14.470 20.105 -0.270 0.108 0.639 0.10
H -1.831 6.324 25.942 -0.508 1.170 -1.018 0.08
H 1.290 10.095 29.163 -0.001 0.592 -0.551 0.10
H -5.732 11.040 30.711 -0.153 -0.227 0.082 0.10
H 3.546 12.228 21.636 -0.064 -0.544 -0.225 0.11
H -0.981 12.437 29.927 -0.594 0.320 0.522 0.12
H -1.707 7.913 29.674 -1.425 0.293 0.897 0.06
H 1.250 6.868 27.687 -0.286 0.559 -1.703 0.06
H -3.611 8.740 26.633 0.564 0.172 -0.481 0.10
H 5.498 12.871 19.653 0.447 -0.007 0.287 0.09
H -2.895 10.006 31.828 -0.006 0.291 -0.412 0.09
H -1.671 11.197 32.147 -0.090 -0.334 -0.756 0.06
H 1.009 12.990 32.204 -0.352 0.342 -0.140 0.10
H 1.048 11.837 28.979 -0.276 0.604 0.678 0.02
H -1.081 5.951 21.866 -0.998 0.504 0.140 0.10
H 0.127 8.213 21.704 -0.933 0.421 0.479 0.13
H -0.497 13.871 19.850 -0.922 -0.316 -0.992 0.07
H 9.325 7.747 30.129 0.777 0.000 -1.608 0.10
H 1.750 7.149 29.256 -0.062 -0.086 0.416 0.07
H 5.088 19.561 30.608 -0.463 0.406 0.535 0.11
H 5.720 15.409 31.324 -0.247 -0.947 -0.851 0.06
H 3.080 13.445 33.450 -0.169 -0.408 -0.146 0.13
H 9.919 12.943 30.158 0.524 0.125 0.203 0.07
H 7.946 15.510 30.692 -0.006 -1.306 0.335 0.05
H 6.826 8.202 25.926 0.162 -0.302 0.184 0.05
H 5.061 12.814 34.597 0.202 -0.400 -0.959 0.10
H 7.344 17.003 23.727 0.490 -0.053 -1.097 0.07
H 6.854 11.844 24.789 -0.436 -0.442 -0.430 0.08
H -2.551 15.845 22.445 0.183 0.760 -0.513 0.13
H 6.728 9.428 21.289 -0.198 -1.368 -0.930 0.08
H -3.942 14.700 30.502 0.018 -0.217 0.563 0.14
H 7.093 7.090 29.070 0.799 0.021 -0.790 0.09
H 2.160 14.834 27.120 0.691 -0.738 0.383 0.12
H 5.908 19.850 26.488 0.329 -0.479 0.352 0.08
H 5.868 6.642 31.768 1.010 -0.037 -0.274 0.14
H -4.200 7.418 24.200 -0.383 0.737 -0.404 0.08
H 7.663 6.316 31.328 -0.710 0.302 0.103 0.14
H 6.625 6.026 24.331 -0.083 0.567 1.199 0.14
H 2.445 4.907 30.528 0.313 0.133 -0.173 0.10
H 5.705 5.814 27.068 0.302 -0.149 -0.276 0.04
H 0.043 11.329 25.983 0.628 0.182 0.095 0.12
H 5.100 11.427 31.162 0.204 -0.279 0.160 0.09
H 3.291 14.333 29.347 -0.387 -1.068 -0.073 0.10
H -2.140 10.568 28.606 0.883 -0.571 0.280 0.04
H 4.956 20.322 32.274 -0.464 0.531 -0.034 0.11
H 3.596 17.493 30.947 -0.104 0.048 1.001 0.08
H 5.040 9.809 31.980 -0.205 1.194 0.313 0.08
H 6.185 20.021 24.521 -0.436 -0.085 -0.743 0.09
H 0.890 6.270 23.059 -1.250 0.641 1.232 0.12
H 7.816 7.037 26.983 -0.337 0.915 -1.035 0.07
H 9.009 16.693 30.026 0.150 -0.106 -0.783 0.08
H -1.473 6.081 31.372 -0.632 0.126 0.339 0.13
H 4.961 16.894 23.041 -0.189 -0.288 -0.098 0.12
H 9.470 9.742 26.852 -0.425 0.278 0.450 0.09
H 0.464 13.883 25.858 -0.166 -0.365 0.181 0.10
H 8.579 18.974 30.231 -0.352 0.832 0.401 0.12
H -4.602 17.279 22.612 0.650 -0.231 0.889 0.10
H -4.215 11.812 33.798 -0.140 0.350 -0.301 0.08
H 4.682 19.593 23.544 0.378 -0.079 0.463 0.07
H 2.612 8.294 33.382 0.046 0.070 0.074 0.07
H 5.616 13.126 32.869 0.175 -0.609 0.777 0.08
H 4.832 18.799 34.313 0.195 0.004 -0.118 0.08
H 0.266 9.052 23.272 -0.098 -0.034 -0.559 0.11
H 4.769 8.732 24.810 0.132 -0.164 -0.136 0.08
H 4.946 12.896 26.453 0.777 -0.609 -1.245 0.04
H -1.296 17.857 21.951 1.035 -0.018 -0.454 0.06
H 6.706 4.677 29.418 0.705 -0.227 0.121 0.07
H 2.038 14.205 22.546 0.118 0.406 -0.544 0.06
H 5.381 13.232 28.177 -0.663 0.065 -1.271 0.10
H 3.375 13.216 23.944 -0.972 0.132 0.250 0.04
H 11.701 8.506 31.264 -1.244 -0.251 1.156 0.06
H 3.390 10.763 23.447 1.176 0.386 1.307 0.15
H 2.329 8.954 27.590 0.659 -0.593 1.006 0.04
H 1.955 13.107 29.463 1.070 0.421 0.028 0.07
H 6.047 8.360 23.595 -0.081 -0.003 0.367 0.07
H -2.894 5.202 27.949 0.568 0.239 -0.310 0.07
H 10.411 7.022 28.804 -0.471 1.382 0.692 0.12
H 12.379 7.918 29.826 -0.109 0.412 -0.037 0.09
H 4.399 13.713 21.576 0.016 0.529 0.386 0.10
H 1.359 3.119 27.773 -0.269 0.069 0.149 0.08
H -3.642 10.337 26.092 -1.128 2.122 -0.479 0.04
H 6.595 18.542 34.036 -1.283 -0.444 -0.428 0.07
H 0.608 7.155 24.618 1.336 1.314 1.111 0.04
H 0.986 12.100 34.475 0.034 -0.105 -0.589 0.13
H -2.390 7.197 21.573 0.154 -0.370 0.698 0.08
H 8.315 18.216 33.149 0.254 -0.547 -0.273 0.06
H 7.868 12.560 21.562 -0.438 0.359 0.598 0.09
H 0.287 12.454 21.378 0.087 0.228 0.558 0.13
H -1.624 15.532 24.367 -0.696 -2.243 1.455 0.04
H 6.252 19.138 22.978 0.316 -0.041 -0.079 0.08
H 0.924 8.771 33.274 0.479 -0.021 -0.894 0.09
H 8.868 5.027 25.152 -1.115 0.023 0.656 0.08
H 3.292 17.031 32.718 0.452 0.085 -0.397 0.08
H 1.071 9.040 26.447 -0.869 0.041 -0.157 0.08
H 6.777 13.941 21.712 -0.012 0.452 -0.417 0.07
H 7.235 13.141 23.138 -0.339 -0.586 0.194 0.06
H 9.470 17.309 32.157 0.603 -0.248 -0.196 0.07
H 4.955 16.026 24.617 -0.870 0.179 -0.605 0.12
H 7.128 9.575 32.955 -0.176 -1.052 -0.244 0.10
H 0.809 9.530 35.618 -1.108 0.019 -0.064 0.07
H -2.253 9.306 21.575 0.134 0.557 0.612 0.11
H 7.611 10.488 23.955 -0.363 0.119 0.097 0.09
H 6.786 11.678 19.805 1.320 -0.455 -0.626 0.05
H -2.944 10.811 23.638 0.444 -0.180 -0.194 0.13
H 11.735 8.829 27.413 0.203 -0.652 -0.277 0.11
H 6.947 16.303 25.310 -0.026 1.090 -0.748 0.11
H -5.761 14.454 32.696 0.105 -0.316 0.102 0.09
H 4.427 8.567 23.079 -0.807 0.249 -0.529 0.07
H 4.385 18.420 28.636 0.618 0.639 0.252 0.05
H 1.334 12.980 23.512 -0.451 0.318 -0.508 0.06
H 8.067 16.435 32.947 0.769 0.508 0.051 0.09
H 5.469 8.694 29.368 -0.582 -0.964 0.311 0.08
H -1.404 17.215 24.896 -0.407 0.354 0.425 0.08
H 2.217 9.275 32.000 -0.642 0.264 0.455 0.07
H -2.589 12.328 33.476 -0.605 0.400 -0.649 0.06
H -1.603 13.633 32.079 1.083 -0.643 1.527 0.07
H 8.414 7.589 25.376 -0.148 -0.064 0.041 0.09
H 6.802 10.273 25.435 -0.490 -0.806 0.966 0.04
H -3.806 18.013 24.097 -0.559 -0.442 -0.292 0.09
H -3.745 13.511 34.043 -0.153 -0.109 0.029 0.08
H 7.712 17.888 25.243 0.442 0.044 -0.273 0.08
H -3.419 5.817 29.476 0.638 0.242 -0.130 0.10
H 3.753 20.000 25.232 -0.777 0.257 0.628 0.06
H -2.490 6.001 23.004 -0.387 -0.247 -1.019 0.08
H 8.527 9.276 30.776 -1.359 -0.927 -0.291 0.00
H -1.102 4.466 30.843 -0.245 -0.945 0.389 0.11
H 2.655 9.434 25.968 1.030 -0.198 -1.123 0.06
H -6.017 13.837 31.103 -0.030 -0.279 0.238 0.09
H 0.187 13.452 27.514 0.284 -0.501 0.077 0.12
H 8.258 13.182 29.617 0.196 -0.554 0.900 0.08
H -2.074 9.660 26.503 -0.401 0.052 0.022 0.07
H -5.003 9.008 24.537 1.108 -0.439 -0.968 0.10
H 5.057 11.216 19.776 0.656 0.073 0.429 0.10
H 1.832 4.519 26.801 0.818 -0.403 0.515 0.09
H 2.757 13.737 25.860 -0.647 0.241 0.362 0.11
H -3.518 15.091 32.226 -0.076 -0.133 -0.524 0.13
H 4.053 16.789 28.212 0.024 0.370 -0.885 0.08
H 3.117 16.277 26.089 0.209 -0.036 0.256 0.08
H -4.134 8.697 22.919 -0.477 -0.053 -0.177 0.06
H 4.825 7.466 28.300 -0.061 -0.059 -0.213 0.06
H 0.869 6.701 31.170 0.337 0.940 -0.310 0.08
H -2.185 13.304 29.122 -0.646 0.191 0.086 0.12
H -0.720 4.513 26.728 -0.181 -0.915 -0.371 0.10
H 7.463 20.082 32.435 -0.373 -0.183 -0.815 0.11
H -1.481 10.013 30.847 0.720 -0.223 -0.813 0.05
H 2.774 17.954 28.338 -0.692 0.081 0.261 0.08
H 1.205 3.755 30.713 -0.306 -0.093 -1.094 0.13
H 3.630 12.715 29.981 0.006 -0.350 -0.674 0.05
H -6.409 12.834 32.506 0.173 -0.551 0.187 0.07
H 6.393 7.883 33.208 0.051 0.570 0.285 0.09
H 1.642 11.835 25.236 -0.973 -0.013 0.987 0.12
H 10.699 10.813 26.255 -0.352 -0.194 0.640 0.13
H -3.457 11.525 28.195 -0.166 -0.015 0.765 0.09
H 1.834 17.496 25.913 1.042 0.035 0.434 0.14
H 0.153 10.907 33.383 0.955 0.657 0.430 0.12
H 2.586 16.803 23.593 -0.396 -0.534 0.375 0.10
H 2.841 6.301 28.260 0.937 -0.010 -0.704 0.07
H 6.982 18.849 29.600 -0.308 -0.013 0.064 0.10
H 7.561 10.008 28.005 0.641 -0.361 0.054 0.07
H 6.967 20.983 31.006 0.096 0.097 -0.184 0.11
H -0.487 16.411 23.606 -1.318 0.634 0.424 0.09
H 9.068 8.050 28.329 0.404 0.391 0.662 0.05
H 3.864 20.420 26.969 0.018 0.163 0.035 0.08
H -2.711 4.262 29.431 0.363 0.378 -0.466 0.09
H -3.745 10.105 29.200 -0.304 -0.859 -0.101 0.07
H -0.216 7.807 29.102 0.895 -0.234 -0.236 0.06
H 5.162 4.967 29.685 -0.596 0.006 0.282 0.06
H 4.214 7.489 29.927 0.200 -0.004 0.346 0.08
H 3.384 13.230 31.757 0.343 -0.004 -0.094 0.08
H 0.608 14.566 23.570 0.251 0.042 -0.467 0.06
H 7.087 10.331 29.650 -0.543 -0.129 0.621 0.06
H -4.236 16.258 24.106 -0.360 0.316 -0.159 0.08
H 12.599 9.583 30.346 0.066 0.339 -0.274 0.08
H 3.093 18.391 23.906 -0.116 0.296 0.078 0.09
H 8.025 4.705 26.770 0.191 0.432 -0.714 0.06
H 10.773 12.076 28.418 1.605 0.705 0.653 0.10
H 0.625 5.385 32.255 0.069 0.054 -0.831 0.13
H 9.288 12.318 27.595 0.130 0.173 -0.338 0.13
H 4.731 14.544 27.107 -0.416 -1.457 0.309 0.11
H -1.395 12.886 23.040 0.486 1.377 -1.979 0.13
H 12.170 10.407 28.087 -0.494 -0.774 0.317 0.13